Entry 1:
A cluster of 20 separate species, C39H115N3O20 in total in a non-equilibrium geometry. Source: OMol25; level of theory: wB97M-V/def2-TZVPD.

Each line ends with the Löwdin charge.
Element x y z (Å)
C (-14.440, -17.900, -22.434)  -0.16
O (-13.177, -17.537, -22.978)  -0.12
H (-15.172, -17.863, -23.241)  0.07
H (-14.405, -18.957, -22.169)  0.08
H (-14.823, -17.219, -21.673)  0.07
H (-12.756, -18.375, -23.181)  0.07
C (-15.716, -14.802, -17.745)  -0.18
O (-16.868, -14.406, -18.447)  -0.12
H (-16.096, -14.693, -16.729)  0.07
H (-15.446, -15.858, -17.731)  0.08
H (-14.898, -14.084, -17.680)  0.08
H (-17.572, -14.470, -17.798)  0.07
C (-26.985, -22.214, -25.367)  -0.18
O (-26.976, -23.451, -26.031)  -0.11
H (-26.314, -22.169, -24.509)  0.08
H (-26.907, -21.360, -26.039)  0.07
H (-27.980, -22.023, -24.965)  0.07
H (-27.433, -23.212, -26.841)  0.07
C (-28.020, -13.291, -20.674)  -0.18
O (-28.185, -12.687, -19.414)  -0.12
H (-28.825, -13.095, -21.381)  0.08
H (-27.112, -12.906, -21.138)  0.07
H (-27.786, -14.344, -20.515)  0.07
H (-28.990, -12.999, -18.993)  0.07
C (-22.026, -24.535, -24.136)  -0.15
O (-21.827, -23.960, -22.847)  -0.13
H (-22.178, -23.836, -24.959)  0.08
H (-21.282, -25.309, -24.323)  0.07
H (-22.927, -25.135, -24.009)  0.07
H (-21.798, -24.710, -22.248)  0.07
C (-18.608, -10.146, -20.482)  -0.20
O (-17.889, -8.979, -20.375)  -0.11
H (-18.171, -10.886, -19.812)  0.07
H (-19.663, -9.990, -20.257)  0.08
H (-18.602, -10.579, -21.482)  0.07
H (-16.996, -9.134, -20.692)  0.08
C (-18.980, -18.426, -16.205)  -0.16
O (-19.977, -19.179, -16.864)  -0.13
H (-18.085, -19.047, -16.199)  0.08
H (-18.807, -17.540, -16.816)  0.07
H (-19.284, -18.186, -15.186)  0.08
H (-19.634, -19.244, -17.758)  0.05
C (-25.540, -14.521, -15.795)  -0.17
O (-24.238, -14.739, -15.275)  -0.12
H (-26.270, -14.758, -15.021)  0.07
H (-25.740, -13.469, -15.999)  0.08
H (-25.657, -15.110, -16.704)  0.08
H (-24.164, -15.696, -15.319)  0.06
C (-23.949, -20.324, -29.452)  -0.19
O (-24.697, -19.163, -29.462)  -0.12
H (-23.168, -20.227, -30.207)  0.09
H (-23.554, -20.502, -28.452)  0.07
H (-24.609, -21.183, -29.566)  0.07
H (-25.428, -19.270, -28.849)  0.07
C (-17.488, -20.307, -26.076)  -0.14
O (-16.985, -21.643, -25.754)  -0.13
H (-17.696, -19.741, -25.168)  0.07
H (-16.777, -19.648, -26.574)  0.07
H (-18.400, -20.313, -26.673)  0.07
H (-17.451, -21.916, -24.960)  0.05
C (-28.669, -16.268, -27.283)  -0.19
O (-28.420, -17.594, -27.599)  -0.11
H (-29.622, -16.271, -26.754)  0.08
H (-27.921, -15.849, -26.611)  0.08
H (-28.763, -15.584, -28.127)  0.07
H (-29.260, -18.041, -27.727)  0.08
C (-24.734, -12.848, -28.676)  -0.14
O (-24.777, -13.435, -30.006)  -0.14
H (-24.799, -11.776, -28.860)  0.07
H (-25.555, -13.252, -28.083)  0.07
H (-23.783, -12.911, -28.146)  0.07
H (-25.638, -13.187, -30.351)  0.06
O (-18.306, -22.730, -22.157)  -0.04
H (-19.223, -22.995, -22.238)  0.02
H (-17.898, -23.431, -21.649)  0.03
O (-23.460, -18.563, -15.687)  -0.05
H (-22.612, -18.716, -16.104)  0.01
H (-23.761, -19.434, -15.429)  0.03
O (-21.837, -16.466, -28.622)  -0.05
H (-21.426, -16.258, -29.461)  0.00
H (-22.576, -17.030, -28.851)  0.02
O (-18.940, -19.282, -20.381)  -0.04
H (-18.471, -19.946, -20.886)  0.02
H (-19.400, -18.761, -21.040)  0.02
O (-14.225, -13.773, -21.535)  -0.05
H (-13.907, -14.602, -21.892)  0.02
H (-15.080, -13.984, -21.160)  0.02
C (-30.136, -19.315, -18.971)  -0.03
C (-30.164, -20.801, -19.438)  -0.49
C (-28.687, -21.320, -19.307)  -0.17
C (-28.416, -22.771, -19.518)  -0.16
C (-29.420, -23.533, -18.570)  -0.11
C (-30.910, -23.121, -18.632)  -0.48
N (-31.019, -21.659, -18.635)  -0.11
O (-32.364, -21.181, -18.487)  -0.01
C (-31.701, -23.681, -19.839)  -0.05
C (-31.688, -23.678, -17.421)  -0.05
C (-30.574, -20.849, -20.908)  -0.03
H (-29.558, -18.626, -19.587)  0.08
H (-29.700, -19.253, -17.974)  0.08
H (-31.112, -18.833, -19.027)  0.07
H (-28.036, -20.777, -19.994)  0.11
H (-28.319, -21.017, -18.327)  0.11
H (-27.379, -22.969, -19.245)  0.11
H (-28.606, -23.059, -20.552)  0.11
H (-29.083, -23.440, -17.538)  0.11
H (-29.280, -24.601, -18.735)  0.11
H (-31.095, -24.039, -20.671)  0.07
H (-32.253, -24.602, -19.651)  0.08
H (-32.359, -22.965, -20.331)  0.08
H (-31.480, -23.103, -16.519)  0.08
H (-32.767, -23.527, -17.452)  0.08
H (-31.423, -24.697, -17.138)  0.09
H (-31.437, -20.185, -20.961)  0.08
H (-30.910, -21.800, -21.319)  0.07
H (-29.763, -20.394, -21.479)  0.08
H (-32.401, -20.807, -17.604)  0.10
C (-18.753, -13.744, -29.370)  -0.04
C (-18.167, -14.630, -30.491)  -0.48
C (-17.401, -15.701, -29.804)  -0.19
C (-17.026, -16.827, -30.693)  -0.17
C (-18.329, -17.412, -31.353)  -0.12
C (-19.098, -16.374, -32.165)  -0.53
N (-19.327, -15.214, -31.291)  -0.09
O (-20.101, -14.196, -31.819)  0.00
C (-18.408, -16.118, -33.522)  -0.03
C (-20.374, -17.050, -32.594)  -0.06
C (-17.248, -13.737, -31.352)  -0.02
H (-19.404, -14.319, -28.711)  0.08
H (-19.381, -12.969, -29.808)  0.08
H (-18.036, -13.276, -28.696)  0.09
H (-16.410, -15.403, -29.462)  0.13
H (-17.865, -16.120, -28.911)  0.13
H (-16.567, -17.542, -30.010)  0.11
H (-16.389, -16.510, -31.519)  0.11
H (-18.925, -17.857, -30.556)  0.12
H (-18.015, -18.216, -32.019)  0.12
H (-19.048, -15.620, -34.250)  0.09
H (-17.446, -15.618, -33.411)  0.06
H (-18.157, -17.044, -34.040)  0.08
H (-20.911, -17.330, -31.687)  0.07
H (-21.086, -16.392, -33.092)  0.08
H (-20.231, -17.904, -33.256)  0.09
H (-16.499, -13.174, -30.795)  0.09
H (-17.818, -12.996, -31.913)  0.08
H (-16.700, -14.321, -32.091)  0.06
H (-20.874, -14.276, -31.256)  0.10
C (-22.012, -14.505, -23.864)  -0.01
C (-21.270, -15.632, -23.011)  -0.48
C (-21.543, -15.404, -21.474)  -0.12
C (-22.997, -15.646, -20.995)  -0.17
C (-23.333, -17.091, -21.354)  -0.13
C (-23.107, -17.420, -22.870)  -0.53
N (-21.809, -16.959, -23.290)  -0.15
O (-21.430, -17.469, -24.516)  0.00
C (-23.115, -18.913, -22.898)  -0.06
C (-24.214, -16.910, -23.791)  -0.03
C (-19.781, -15.614, -23.306)  -0.03
H (-22.226, -14.944, -24.838)  0.07
H (-21.270, -13.725, -24.036)  0.07
H (-22.951, -14.072, -23.519)  0.07
H (-20.843, -15.881, -20.788)  0.11
H (-21.439, -14.327, -21.344)  0.11
H (-23.652, -14.991, -21.570)  0.10
H (-23.123, -15.535, -19.918)  0.11
H (-24.422, -17.073, -21.302)  0.11
H (-22.868, -17.806, -20.675)  0.12
H (-23.006, -19.387, -23.873)  0.08
H (-22.179, -19.273, -22.471)  0.09
H (-23.963, -19.389, -22.404)  0.09
H (-24.280, -15.833, -23.948)  0.07
H (-24.153, -17.316, -24.801)  0.08
H (-25.167, -17.283, -23.416)  0.09
H (-19.677, -15.719, -24.386)  0.08
H (-19.308, -16.400, -22.717)  0.09
H (-19.464, -14.598, -23.071)  0.09
H (-21.955, -17.001, -25.170)  0.08

Its orbital gap is 0.2988 hartree. The strongest force on any atom comes out at 0.064 Eh/bohr. The molar mass is 946.35 g mol⁻¹.


Entry 2:
A structure of composition C39H21CrN8O2S in a non-equilibrium geometry. Source: OMol25; level of theory: wB97M-V/def2-TZVPD.

Each line ends with the Löwdin charge.
Element x y z (Å)
Cr (0.373, -0.478, -0.032)  0.77
C (-1.590, -5.856, 3.375)  0.01
C (-2.873, -5.349, 3.135)  0.01
C (-3.017, -4.067, 2.613)  0.07
C (-1.912, -3.382, 2.033)  -0.09
C (-1.785, -2.235, 1.173)  -0.17
N (-0.435, -2.075, 0.921)  0.05
C (0.291, -3.049, 1.517)  -0.15
N (1.659, -3.232, 1.488)  0.25
C (2.392, -2.556, 0.625)  -0.22
C (3.876, -2.736, 0.592)  -0.07
C (4.763, -3.711, 1.161)  0.04
C (6.148, -3.560, 1.094)  0.01
C (6.719, -2.493, 0.333)  -0.01
C (5.864, -1.632, -0.282)  0.04
C (4.411, -1.759, -0.242)  -0.08
C (3.304, -1.040, -0.800)  -0.20
N (3.491, -0.003, -1.629)  0.25
C (2.398, 0.622, -2.107)  -0.20
N (1.080, 0.460, -1.722)  0.07
C (0.324, 1.354, -2.441)  -0.21
N (-0.976, 1.501, -2.526)  0.25
C (-1.786, 0.803, -1.733)  -0.17
N (-1.501, -0.091, -0.751)  0.06
C (-2.651, -0.660, -0.287)  -0.20
N (-2.827, -1.522, 0.703)  0.25
C (-3.770, -0.073, -1.012)  -0.09
C (-5.199, -0.263, -0.921)  0.08
C (-6.086, 0.600, -1.609)  0.02
C (-5.537, 1.564, -2.460)  0.00
C (-4.151, 1.727, -2.604)  0.07
C (-3.266, 0.879, -1.854)  -0.08
C (1.175, 2.011, -3.417)  -0.09
C (0.938, 3.038, -4.334)  0.05
C (2.049, 3.658, -4.934)  0.01
C (3.363, 3.221, -4.697)  -0.02
C (3.623, 2.173, -3.854)  0.06
C (2.509, 1.520, -3.210)  -0.06
N (2.128, -1.558, -0.265)  0.05
C (-0.649, -3.937, 2.208)  -0.09
C (-0.513, -5.133, 2.918)  0.04
H (-1.513, -6.835, 3.804)  0.13
H (-3.743, -5.878, 3.525)  0.14
H (-3.985, -3.581, 2.431)  0.14
H (4.325, -4.564, 1.702)  0.13
H (6.813, -4.244, 1.609)  0.13
H (7.812, -2.431, 0.293)  0.14
H (6.286, -0.801, -0.878)  0.14
H (-5.561, -0.976, -0.204)  0.12
H (-7.132, 0.433, -1.579)  0.12
H (-6.204, 2.146, -3.036)  0.12
H (-3.669, 2.436, -3.274)  0.13
H (-0.145, 3.325, -4.516)  0.15
H (1.933, 4.537, -5.599)  0.14
H (4.231, 3.749, -5.164)  0.15
H (4.612, 1.877, -3.557)  0.13
H (0.533, -5.486, 3.098)  0.15
O (-2.301, 6.448, 2.830)  0.11
C (-2.661, 5.066, 2.884)  -0.36
O (-3.826, 4.785, 3.132)  0.14
C (-1.636, 4.049, 2.538)  -0.09
C (-2.074, 2.726, 2.593)  0.01
C (-1.265, 1.647, 2.348)  -0.07
C (0.043, 1.927, 1.907)  -0.65
S (1.312, 0.770, 1.795)  0.89
C (0.432, 3.279, 1.612)  -0.05
C (-0.377, 4.354, 2.010)  0.04
H (-1.355, 6.599, 2.855)  0.09
H (-3.116, 2.611, 2.955)  0.15
H (-1.614, 0.623, 2.527)  0.12
H (1.412, 3.425, 1.183)  0.11
H (0.079, 5.303, 2.012)  0.12

Its orbital gap is 0.1945 hartree. As for the charge: +3. The strongest force on any atom comes out at 0.076 Eh/bohr. The molar mass is 717.71 g mol⁻¹.